Here is a cluster of 10 separate species, C24H48FN3O30S6 in total in a non-equilibrium geometry from the Open Molecules 2025 dataset. Energies are from wB97M-V/def2-TZVPD.

Computed properties:
* net charge: 0
* LUMO level: 0.30 eV
* gap between HOMO and LUMO: 8.773 eV
* SMILES: O=C1OC[C@@H](F)O1.O=S1(=O)OCCO1.O=S1(=O)OCCO1.O=S1(=O)OCCO1.O=S1(=O)OCCO1.O=S1(=O)OCCO1.O=S1(=O)OCCO1.CNC(C)=O.CNC(C)=O.CNC(C)=O
* relative energy (zero: lowest compared OMol25 entry of this formula, charge and spin): 693.9 kJ/mol
* calculated total energy: -5853.45168 Ha
* highest occupied orbital energy: -8.47 eV
* largest force on an atom: 0.110 Eh/bohr

Geometry (Å):
C1 0.228 1.196 -1.008
C2 0.315 0.255 0.185
O1 1.163 0.430 1.090
N1 -0.527 -0.776 0.241
C3 -0.701 -1.800 1.292
H1 -0.743 1.680 -0.898
H2 0.397 0.685 -1.956
H3 1.081 1.868 -0.915
H4 -1.206 -0.649 -0.496
H5 -0.106 -1.633 2.190
H6 -0.578 -2.808 0.898
H7 -1.780 -1.789 1.448
C4 -0.979 2.292 -4.072
C5 -0.257 1.753 -5.244
O2 0.367 0.761 -5.064
N2 -0.306 2.334 -6.432
C6 -1.071 3.501 -6.805
H8 -1.080 3.377 -4.068
H9 -0.617 1.908 -3.119
H10 -2.026 1.994 -4.006
H11 0.163 1.688 -7.049
H12 -0.707 4.340 -6.212
H13 -2.133 3.333 -6.624
H14 -0.965 3.753 -7.860
C7 1.409 -4.310 3.707
C8 2.427 -4.548 4.768
O3 3.639 -4.666 4.521
N3 1.885 -4.590 5.943
C9 2.570 -4.625 7.226
H15 0.466 -4.699 4.093
H16 1.623 -4.801 2.758
H17 1.240 -3.280 3.391
H18 0.881 -4.485 5.974
H19 2.761 -3.660 7.694
H20 3.433 -5.287 7.300
H21 1.894 -5.117 7.925
C10 -0.372 -2.215 -3.102
C11 1.044 -2.147 -3.651
O4 1.604 -3.297 -3.066
C12 0.866 -3.717 -2.060
O5 1.334 -4.502 -1.239
O6 -0.186 -3.018 -1.912
F1 1.565 -1.038 -3.066
H22 -1.078 -2.688 -3.784
H23 -0.532 -1.139 -3.025
H24 1.098 -2.222 -4.737
C13 2.992 -2.189 0.282
C14 4.146 -2.421 -0.696
O7 4.885 -1.262 -0.639
S1 4.846 -0.405 0.743
O8 4.455 0.972 0.614
O9 5.902 -0.707 1.708
O10 3.526 -1.250 1.190
H25 2.727 -3.208 0.561
H26 2.172 -1.842 -0.347
H27 3.927 -2.552 -1.756
H28 4.795 -3.231 -0.363
C15 -5.260 1.810 -0.563
C16 -4.858 1.221 0.786
O11 -3.651 0.491 0.470
S2 -3.781 -0.169 -0.984
O12 -4.200 -1.564 -0.842
O13 -2.663 0.089 -1.970
O14 -5.097 0.709 -1.410
H29 -4.556 2.497 -1.032
H30 -6.292 2.158 -0.612
H31 -5.593 0.553 1.235
H32 -4.539 1.945 1.536
C17 3.306 0.749 4.062
C18 2.700 -0.424 4.892
O15 1.537 0.130 5.524
S3 1.293 1.729 5.106
O16 0.741 2.481 6.228
O17 0.509 1.676 3.875
O18 2.840 1.929 4.763
H33 2.958 0.863 3.035
H34 4.389 0.827 3.965
H35 3.374 -0.820 5.652
H36 2.283 -1.264 4.337
C19 2.692 4.686 -4.627
C20 3.384 5.629 -3.632
O19 2.408 6.024 -2.682
S4 0.844 5.481 -3.019
O20 -0.009 6.514 -3.469
O21 0.410 4.509 -1.992
O22 1.366 4.624 -4.286
H37 3.315 3.792 -4.609
H38 2.719 5.027 -5.662
H39 3.672 6.476 -4.256
H40 4.329 5.308 -3.193
C21 -3.485 -7.785 0.786
C22 -4.603 -6.867 1.340
O23 -3.959 -5.991 2.269
S5 -2.604 -5.382 1.452
O24 -1.606 -5.053 2.422
O25 -3.022 -4.241 0.573
O26 -2.392 -6.875 0.671
H41 -3.797 -8.255 -0.147
H42 -3.103 -8.474 1.539
H43 -5.484 -7.389 1.714
H44 -5.043 -6.204 0.595
C23 -1.929 7.101 0.029
C24 -1.751 6.832 1.577
O27 -1.408 5.467 1.410
S6 -2.538 4.588 0.532
O28 -3.798 4.553 1.268
O29 -2.072 3.368 -0.133
O30 -2.524 5.946 -0.543
H45 -0.992 7.175 -0.523
H46 -2.580 7.970 -0.075
H47 -2.733 6.821 2.050
H48 -1.020 7.456 2.091

Here is a structure of composition C46H41CdF6N4O6P3S in a non-equilibrium geometry from the Open Molecules 2025 dataset. Energies are from wB97M-V/def2-TZVPD.

Computed properties:
* net charge: -1
* multiplicity: 2
* LUMO level (alpha / beta): 2.06 / -0.18 eV
* gap between HOMO and LUMO (alpha / beta): 8.238 / 5.809 eV
* relative energy (zero: lowest compared OMol25 entry of this formula, charge and spin): 87.2 kJ/mol
* calculated total energy: -4637.51959 Ha
* highest occupied orbital energy (alpha / beta): -6.18 / -5.99 eV
* largest force on an atom: 0.033 Eh/bohr

Geometry (Å):
Cd1 -0.075 0.140 0.817
O1 0.258 -0.895 -2.458
P1 -0.190 -0.245 -3.704
C1 0.707 1.346 -4.010
P2 0.311 2.551 -2.661
O2 0.069 1.898 -1.365
C2 -1.097 3.565 -3.170
C3 -2.176 3.583 -2.292
C4 -3.288 4.360 -2.581
C5 -3.312 5.126 -3.737
C6 -2.225 5.123 -4.604
C7 -1.115 4.345 -4.323
C8 1.759 3.642 -2.591
C9 2.106 4.112 -1.326
C10 3.242 4.891 -1.164
C11 4.025 5.210 -2.264
C12 3.674 4.754 -3.528
C13 2.544 3.967 -3.693
C14 -1.949 0.138 -3.808
C15 -2.748 -0.125 -2.700
C16 -4.100 0.191 -2.736
C17 -4.646 0.753 -3.878
C18 -3.847 1.027 -4.984
C19 -2.497 0.724 -4.949
C20 0.232 -1.326 -5.103
C21 -0.673 -1.805 -6.042
C22 -0.267 -2.759 -6.966
C23 1.034 -3.237 -6.948
C24 1.939 -2.769 -6.003
C25 1.536 -1.821 -5.078
H1 0.506 1.754 -5.001
H2 1.767 1.100 -3.913
H3 -2.134 2.987 -1.388
H4 -4.127 4.353 -1.898
H5 -4.177 5.736 -3.965
H6 -2.244 5.734 -5.498
H7 -0.260 4.356 -4.991
H8 1.492 3.851 -0.470
H9 3.512 5.235 -0.174
H10 4.920 5.806 -2.138
H11 4.286 5.003 -4.386
H12 2.290 3.594 -4.678
H13 -2.312 -0.535 -1.797
H14 -4.699 0.036 -1.847
H15 -5.701 0.996 -3.911
H16 -4.274 1.486 -5.867
H17 -1.870 0.941 -5.808
H18 -1.695 -1.447 -6.046
H19 -0.972 -3.135 -7.696
H20 1.342 -3.987 -7.666
H21 2.949 -3.155 -5.977
H22 2.215 -1.487 -4.300
N1 2.098 0.872 0.311
N2 2.863 -0.025 -0.448
C26 2.623 -1.431 -0.275
O3 3.506 -2.165 -0.721
O4 1.538 -1.730 0.298
H23 1.804 1.663 -0.250
H24 2.568 1.199 1.149
H25 3.851 0.173 -0.480
O5 -4.117 2.027 0.327
C27 -3.019 1.764 0.825
O6 -2.186 0.894 0.420
H26 -2.703 2.360 1.718
N3 -1.250 -1.667 -0.248
S1 -0.871 -3.089 0.347
C28 -2.281 -3.328 1.455
C29 -3.410 -2.538 1.320
C30 -4.472 -2.728 2.191
C31 -4.396 -3.691 3.189
C32 -3.252 -4.464 3.325
C33 -2.187 -4.283 2.454
C34 -1.450 -4.267 -0.932
C35 -2.029 -3.769 -2.084
C36 -2.384 -4.644 -3.100
C37 -2.155 -6.006 -2.957
C38 -1.566 -6.494 -1.798
C39 -1.206 -5.622 -0.782
H27 -0.530 -1.410 -0.943
H28 -3.427 -1.771 0.555
H29 -5.359 -2.115 2.091
H30 -5.229 -3.838 3.864
H31 -3.181 -5.203 4.113
H32 -1.282 -4.872 2.556
H33 -2.192 -2.701 -2.172
H34 -2.826 -4.261 -4.011
H35 -2.431 -6.689 -3.751
H36 -1.370 -7.553 -1.693
H37 -0.735 -5.993 0.122
F1 1.258 1.544 3.006
P3 0.798 3.109 2.823
F2 0.359 4.634 2.594
F3 2.257 3.415 2.162
F4 -0.646 2.731 3.421
F5 1.361 3.447 4.285
F6 0.250 2.738 1.315
N4 -0.839 -2.910 7.674
C40 -0.753 -2.473 6.613
C41 -0.647 -1.930 5.295
C42 0.443 -2.268 4.491
C43 0.546 -1.737 3.215
C44 -0.441 -0.882 2.775
C45 -1.530 -0.536 3.542
C46 -1.631 -1.062 4.820
H38 1.208 -2.933 4.870
H39 1.387 -1.993 2.579
H40 -2.285 0.149 3.174
H41 -2.459 -0.792 5.461

Here is the ion C7H12N with charge +1 in a non-equilibrium geometry from the Open Molecules 2025 dataset. Energies are from wB97M-V/def2-TZVPD.

Computed properties:
* net charge: +1
* multiplicity: 3
* LUMO level (alpha / beta): -3.74 / -7.13 eV
* gap between HOMO and LUMO (alpha / beta): 5.726 / 6.663 eV
* relative energy (zero: lowest compared OMol25 entry of this formula, charge and spin): 394.2 kJ/mol
* calculated total energy: -328.13092 Ha
* highest occupied orbital energy (alpha / beta): -9.46 / -13.79 eV
* largest force on an atom: 0.085 Eh/bohr

Geometry (Å):
C1 -0.756 -1.480 -1.641
C2 -0.915 -2.227 -2.740
C3 1.022 1.962 0.924
C4 1.445 0.521 0.472
C5 -0.398 1.629 0.515
C6 0.173 0.536 -0.409
C7 -0.527 -0.825 -0.512
N1 -0.863 -1.433 0.776
H1 -0.067 -2.812 -3.061
H2 -1.831 -2.257 -3.259
H3 1.181 2.122 2.033
H4 1.397 2.659 0.257
H5 2.357 0.365 0.034
H6 1.334 -0.131 1.247
H7 -1.131 1.330 1.313
H8 -0.994 2.366 0.055
H9 0.314 0.784 -1.409
H10 -1.918 -1.530 0.640
H11 -0.547 -0.741 1.505
H12 -0.432 -2.436 1.017

Here is a cluster of 14 separate species, C44H115NO14 in total in a non-equilibrium geometry from the Open Molecules 2025 dataset. Energies are from wB97M-V/def2-TZVPD.

Computed properties:
* net charge: 0
* LUMO level: 0.44 eV
* gap between HOMO and LUMO: 8.177 eV
* calculated total energy: -2853.39705 Ha
* highest occupied orbital energy: -7.74 eV
* largest force on an atom: 0.058 Eh/bohr

Geometry (Å):
C1 -4.503 0.729 1.089
C2 -6.013 0.550 1.346
O1 -6.666 1.785 1.264
H1 -4.393 1.006 0.041
H2 -4.047 -0.256 1.188
H3 -4.001 1.360 1.823
H4 -6.262 0.173 2.337
H5 -6.431 -0.194 0.668
H6 -6.455 2.244 2.080
C3 1.587 -3.840 -2.772
C4 2.979 -3.496 -3.192
O2 3.575 -2.667 -2.226
H7 1.513 -4.471 -1.886
H8 1.168 -4.428 -3.588
H9 0.934 -2.979 -2.630
H10 2.813 -2.842 -4.048
H11 3.528 -4.368 -3.545
H12 4.050 -1.927 -2.611
C5 2.714 1.196 5.466
C6 1.804 0.192 4.803
O3 2.162 0.139 3.463
H13 2.700 2.199 5.041
H14 3.696 0.722 5.466
H15 2.470 1.340 6.519
H16 0.737 0.414 4.848
H17 2.031 -0.751 5.300
H18 1.803 -0.593 2.956
C7 3.673 -3.886 2.722
C8 4.112 -3.563 1.286
O4 2.970 -3.305 0.502
H19 4.437 -4.301 3.379
H20 2.752 -4.467 2.763
H21 3.358 -2.939 3.161
H22 4.616 -4.433 0.864
H23 4.834 -2.750 1.210
H24 3.190 -3.243 -0.430
C9 -2.616 1.333 -3.900
C10 -2.309 1.562 -5.389
C11 -1.386 2.816 -5.565
C12 0.065 2.555 -5.100
C13 0.654 1.421 -5.952
C14 -0.188 0.093 -5.868
N1 -1.579 0.372 -5.947
O5 -2.322 -0.768 -5.917
C15 0.231 -0.729 -7.131
C16 0.238 -0.632 -4.491
C17 -3.654 1.828 -6.142
H25 -3.253 0.452 -3.825
H26 -3.105 2.162 -3.387
H27 -1.680 1.130 -3.379
H28 -1.456 3.168 -6.594
H29 -1.856 3.567 -4.931
H30 0.074 2.383 -4.024
H31 0.744 3.398 -5.226
H32 1.655 1.217 -5.570
H33 0.827 1.806 -6.957
H34 1.259 -0.629 -7.480
H35 0.053 -1.787 -6.939
H36 -0.339 -0.492 -8.029
H37 -0.440 -1.465 -4.309
H38 1.212 -1.075 -4.703
H39 0.338 -0.027 -3.590
H40 -4.203 0.887 -6.189
H41 -3.497 2.138 -7.175
H42 -4.171 2.586 -5.554
H43 -2.158 -1.155 -5.054
C18 0.035 -5.274 3.106
C19 -0.859 -5.382 1.864
C20 -2.272 -4.732 1.996
O6 -0.214 -4.870 0.774
H44 -0.418 -5.608 4.040
H45 0.264 -4.220 3.258
H46 0.981 -5.771 2.890
H47 -1.080 -6.430 1.660
H48 -2.845 -5.171 1.180
H49 -2.181 -3.652 1.884
H50 -2.797 -4.959 2.923
H51 0.174 -4.042 1.067
C21 0.919 3.047 -1.534
C22 -0.528 3.409 -1.345
C23 -1.230 2.573 -0.243
O7 -0.627 4.735 -0.926
H52 1.387 3.671 -2.295
H53 1.026 2.002 -1.825
H54 1.493 3.119 -0.610
H55 -1.144 3.348 -2.242
H56 -2.250 2.942 -0.145
H57 -0.588 2.514 0.636
H58 -1.358 1.540 -0.569
H59 -0.307 4.791 -0.022
C24 1.105 4.026 3.151
C25 1.180 5.269 2.252
C26 2.418 5.206 1.300
O8 -0.045 5.355 1.567
H60 0.262 4.231 3.811
H61 2.041 4.071 3.709
H62 1.043 3.112 2.561
H63 1.351 6.181 2.825
H64 2.469 4.229 0.819
H65 3.331 5.312 1.887
H66 2.427 5.970 0.523
H67 -0.818 5.263 2.129
C27 -2.673 2.477 6.871
C28 -2.977 2.454 5.338
C29 -1.819 1.847 4.460
O9 -4.135 1.695 5.098
H68 -1.614 2.698 6.999
H69 -2.956 1.612 7.471
H70 -3.253 3.322 7.244
H71 -3.188 3.481 5.040
H72 -0.863 2.364 4.539
H73 -2.091 1.727 3.412
H74 -1.571 0.825 4.744
H75 -3.970 0.763 5.264
C30 -0.883 -0.350 1.576
C31 0.106 -1.283 0.770
C32 0.677 -0.495 -0.466
O10 1.064 -1.630 1.762
H76 -1.739 -0.185 0.921
H77 -0.393 0.602 1.781
H78 -1.247 -0.819 2.490
H79 -0.364 -2.222 0.479
H80 0.002 -0.353 -1.310
H81 1.429 -1.164 -0.884
H82 1.050 0.495 -0.200
H83 1.811 -2.034 1.314
C33 -1.990 -3.539 -1.852
C34 -3.211 -2.731 -2.247
C35 -3.342 -1.452 -1.381
O11 -3.112 -2.220 -3.570
H84 -1.706 -4.361 -2.509
H85 -2.215 -3.927 -0.858
H86 -1.147 -2.848 -1.854
H87 -4.175 -3.234 -2.328
H88 -2.487 -0.810 -1.593
H89 -3.352 -1.742 -0.330
H90 -4.328 -1.020 -1.550
H91 -3.302 -2.992 -4.108
C36 -4.416 -1.850 4.192
C37 -3.683 -2.126 5.498
C38 -2.243 -2.528 5.149
O12 -3.679 -0.870 6.158
H92 -5.294 -1.293 4.520
H93 -4.752 -2.723 3.630
H94 -3.854 -1.219 3.504
H95 -4.184 -2.909 6.066
H96 -1.809 -1.732 4.545
H97 -2.199 -3.451 4.571
H98 -1.617 -2.791 6.002
H99 -3.665 -1.074 7.096
C39 5.263 2.831 0.972
C40 4.343 1.822 1.484
C41 4.494 0.388 1.005
O13 4.280 1.798 2.864
H100 5.193 2.914 -0.113
H101 6.325 2.654 1.139
H102 5.061 3.822 1.378
H103 3.379 2.182 1.125
H104 5.288 -0.128 1.545
H105 4.752 0.401 -0.054
H106 3.616 -0.243 1.137
H107 3.568 1.198 3.096
C42 3.412 0.965 -3.138
C43 4.217 0.263 -4.212
C44 5.198 1.099 -5.017
O14 5.027 -0.700 -3.589
H108 2.767 1.755 -3.524
H109 4.090 1.509 -2.480
H110 2.774 0.287 -2.572
H111 3.568 -0.289 -4.891
H112 6.071 1.397 -4.436
H113 4.788 2.036 -5.392
H114 5.660 0.698 -5.919
H115 5.308 -1.310 -4.275